Formula: C41H115N15O13
Source: OMol25
Level of theory: ωB97M-V with the def2-TZVPD basis set

The value obtained for the HOMO energy is -8.38 eV. The calculation puts the gap between HOMO and LUMO at 8.684 eV. As for the energy above the lowest of the compared OMol25 structures with the same formula, charge and spin: 0.000 eV. Its electronic energy is -3430.373409 Eh. The calculation puts the molecular weight at 1026.5 g mol⁻¹. The value obtained for the largest force on an atom is 15.945 eV/A.

XYZ file:
```
184
C41H115N15O13 (ωB97M-V with the def2-TZVPD basis set)
C -18.61885 5.00719 -16.36827
O -19.27774 3.99588 -16.05149
N -19.11962 5.92396 -17.28947
N -17.37430 5.32878 -15.93776
H -18.70628 6.82095 -17.45198
H -20.02466 5.61701 -17.59961
H -17.06101 6.26040 -16.17693
H -16.73607 4.82466 -15.35197
C -15.87903 8.62631 -17.27965
O -16.66729 7.98149 -16.57690
N -16.12396 9.94084 -17.60886
N -14.72129 8.06371 -17.74983
H -16.80629 10.42330 -17.05868
H -15.46120 10.40408 -18.19766
H -14.02738 8.63723 -18.18370
H -14.60004 7.06269 -17.55739
C -14.12331 4.15419 -14.03575
O -15.10255 4.28376 -14.78466
N -14.23292 3.51158 -12.81213
N -12.91216 4.72504 -14.32338
H -13.47734 3.55328 -12.16099
H -15.09298 3.02094 -12.63118
H -12.17160 4.68593 -13.65487
H -12.84647 5.32719 -15.14875
C -19.17920 8.83189 -24.23715
O -17.78712 8.96720 -24.06974
C -17.42827 9.63541 -22.89757
C -16.98057 8.71855 -21.79639
N -18.10514 7.87224 -21.33020
C -17.88038 7.31874 -19.99137
C -16.71072 6.33049 -19.91887
O -16.64884 5.57470 -21.09712
C -15.77835 4.47135 -21.01778
H -19.67968 8.27930 -23.43167
H -19.33379 8.26217 -25.15454
H -19.68592 9.80276 -24.30981
H -18.20945 10.29611 -22.50989
H -16.56275 10.28077 -23.11861
H -16.59437 9.29172 -20.94548
H -16.13422 8.09281 -22.11794
H -18.05717 7.04903 -21.93004
H -18.81486 6.82292 -19.71958
H -17.73109 8.07134 -19.20799
H -16.83383 5.66942 -19.04333
H -15.74914 6.84058 -19.73294
H -14.73728 4.79268 -20.81919
H -15.79886 3.98993 -21.99044
H -16.02590 3.81369 -20.17639
C -13.53519 2.19804 -18.09130
C -15.02540 1.99476 -18.27959
C -15.50920 0.89040 -17.40111
O -16.76430 0.42193 -17.90373
C -17.48190 -0.40031 -17.02133
N -15.71176 3.30092 -18.03240
H -13.14363 3.01032 -18.70006
H -12.97467 1.29327 -18.34715
H -13.32957 2.44556 -17.04281
H -15.21186 1.78636 -19.33879
H -15.66633 1.26919 -16.37660
H -14.77766 0.06667 -17.38197
H -17.68352 0.10718 -16.06790
H -16.98695 -1.36450 -16.83679
H -18.43782 -0.63469 -17.49215
H -15.74784 3.44789 -17.01575
H -16.71181 3.11864 -18.23648
C -21.92579 4.72517 -13.82255
C -22.40683 3.35935 -14.25364
C -23.91790 3.23638 -14.17513
O -24.30464 1.97511 -14.68023
C -25.71006 1.77337 -14.65224
N -21.96425 3.08834 -15.62119
H -20.84050 4.80161 -13.84561
H -22.26627 4.94628 -12.80389
H -22.35029 5.53029 -14.43238
H -21.96762 2.62464 -13.54598
H -24.33658 3.99662 -14.86325
H -24.33216 3.39066 -13.17106
H -26.04214 1.39746 -13.67356
H -25.95321 1.03332 -15.41369
H -26.25957 2.70014 -14.86561
H -20.95791 3.25434 -15.72209
H -22.16650 2.14177 -15.91649
C -13.12757 9.17553 -12.54769
C -14.57376 8.97650 -12.06851
C -15.31310 7.99160 -12.94341
O -16.58451 7.71598 -12.35182
C -17.43582 7.10528 -13.31447
N -14.64428 8.53192 -10.67723
H -12.42457 8.61123 -11.94014
H -12.86491 10.22733 -12.61595
H -13.06034 8.75634 -13.56209
H -15.10326 9.93006 -12.24302
H -14.80481 7.01661 -13.02754
H -15.47622 8.41938 -13.93985
H -16.94519 6.20030 -13.67082
H -17.69889 7.79617 -14.11226
H -18.32113 6.77910 -12.76534
H -14.54086 9.29412 -10.01843
H -15.57685 8.15400 -10.52751
C -15.40590 -0.70095 -13.52101
C -16.23152 -0.52102 -12.24598
C -17.40816 0.41087 -12.38969
O -16.90712 1.70731 -12.55266
C -17.80576 2.56654 -13.25845
N -16.60787 -1.82710 -11.69106
H -16.02806 -1.01853 -14.36218
H -14.58484 -1.40458 -13.38872
H -14.95592 0.25768 -13.79576
H -15.51329 -0.02930 -11.56067
H -18.01404 0.33674 -11.47458
H -18.04111 0.12077 -13.23960
H -17.71006 2.34325 -14.32758
H -17.52528 3.61278 -13.13151
H -18.85053 2.47769 -12.94752
H -16.88580 -1.72404 -10.71306
H -15.77017 -2.39584 -11.58907
C -20.86905 1.71852 -18.85179
C -19.76981 2.45557 -19.62346
C -20.28219 3.75277 -20.16721
O -21.37034 3.51127 -21.03905
C -22.02302 4.69638 -21.38531
N -18.61258 2.73682 -18.74150
H -21.68785 1.45676 -19.54001
H -21.30527 2.28703 -18.03286
H -20.48656 0.72609 -18.59097
H -19.45563 1.81214 -20.44821
H -19.49222 4.21560 -20.75515
H -20.55961 4.43217 -19.34959
H -22.99808 4.44112 -21.80325
H -21.48921 5.28174 -22.15191
H -22.15231 5.36861 -20.52479
H -19.00561 3.16125 -17.91484
H -18.20348 1.83779 -18.49541
C -20.86514 9.19582 -16.33832
C -22.37912 9.14709 -16.14815
C -22.78269 9.89464 -14.90725
O -22.65651 9.05090 -13.77838
C -23.09349 9.68546 -12.60347
N -23.10499 9.70464 -17.29987
H -20.50358 10.19816 -16.59428
H -20.50287 8.50210 -17.09442
H -20.38242 8.96702 -15.37556
H -22.70477 8.11082 -16.03634
H -23.80633 10.27677 -14.98138
H -22.12506 10.77189 -14.75197
H -24.01960 10.25821 -12.73614
H -22.33804 10.40150 -12.23871
H -23.23437 8.91660 -11.84714
H -23.09388 9.02536 -18.05127
H -22.69894 10.58116 -17.59767
C -26.28764 6.86396 -21.11559
C -25.33549 7.46141 -20.11497
C -24.37566 6.40900 -19.61041
O -23.33453 7.01263 -18.86104
C -22.54758 6.08056 -18.14953
N -24.64219 8.57444 -20.80759
H -25.76135 6.33925 -21.91770
H -26.89998 7.63149 -21.58547
H -26.97478 6.15936 -20.63625
H -25.90662 7.91590 -19.30353
H -23.90839 5.87824 -20.46070
H -24.92766 5.64481 -19.04078
H -21.67113 6.64875 -17.82557
H -22.27146 5.23794 -18.79227
H -22.96037 5.73095 -17.19580
H -24.16331 8.16334 -21.61516
H -23.84608 8.87232 -20.24118
C -13.28301 6.86931 -19.79809
C -13.09369 6.30669 -18.39847
C -12.25209 7.24601 -17.59196
O -12.07794 6.74267 -16.25089
C -11.22282 7.54049 -15.49805
N -14.41549 6.12544 -17.77498
H -12.33227 7.18319 -20.22376
H -13.93064 7.74892 -19.72474
H -13.82595 6.14601 -20.40386
H -12.59560 5.32576 -18.42807
H -12.71490 8.24442 -17.55973
H -11.23378 7.33504 -17.99385
H -11.04771 7.01944 -14.55596
H -11.63249 8.53523 -15.28314
H -10.24072 7.68943 -15.96989
H -14.84055 5.27821 -18.17112
H -14.41607 5.91847 -16.77865
```

Atomic partial charges in e from the Löwdin method, atoms 1 to 99: number 1, C, carries -0.588; number 2, O, carries -0.043; number 3, N, carries 0.190; number 4, N, carries 0.186; number 5, H, carries 0.062; number 6, H, carries 0.058; number 7, H, carries 0.041; number 8, H, carries 0.031; number 9, C, carries -0.604; number 10, O, carries -0.028; number 11, N, carries 0.157; number 12, N, carries 0.088; number 13, H, carries 0.095; number 14, H, carries 0.088; number 15, H, carries 0.064; number 16, H, carries -0.266; number 17, C, carries -0.604; number 18, O, carries -0.030; number 19, N, carries 0.184; number 20, N, carries 0.180; number 21, H, carries 0.093; number 22, H, carries 0.074; number 23, H, carries 0.094; number 24, H, carries 0.073; number 25, C, carries -0.122; number 26, O, carries -0.169; number 27, C, carries -0.257; number 28, C, carries -0.205; number 29, N, carries -0.035; number 30, C, carries -0.193; number 31, C, carries -0.227; number 32, O, carries -0.183; number 33, C, carries -0.091; number 34, H, carries 0.074; number 35, H, carries 0.086; number 36, H, carries 0.086; number 37, H, carries 0.123; number 38, H, carries 0.122; number 39, H, carries 0.114; number 40, H, carries 0.121; number 41, H, carries 0.100; number 42, H, carries 0.093; number 43, H, carries 0.101; number 44, H, carries 0.107; number 45, H, carries 0.081; number 46, H, carries 0.065; number 47, H, carries 0.096; number 48, H, carries 0.056; number 49, C, carries -0.059; number 50, C, carries -0.412; number 51, C, carries -0.191; number 52, O, carries -0.208; number 53, C, carries -0.109; number 54, N, carries 0.041; number 55, H, carries 0.060; number 56, H, carries 0.081; number 57, H, carries 0.081; number 58, H, carries 0.144; number 59, H, carries 0.128; number 60, H, carries 0.134; number 61, H, carries 0.080; number 62, H, carries 0.090; number 63, H, carries 0.083; number 64, H, carries 0.053; number 65, H, carries 0.036; number 66, C, carries -0.062; number 67, C, carries -0.450; number 68, C, carries -0.224; number 69, O, carries -0.198; number 70, C, carries -0.109; number 71, N, carries 0.055; number 72, H, carries 0.064; number 73, H, carries 0.080; number 74, H, carries 0.073; number 75, H, carries 0.137; number 76, H, carries 0.128; number 77, H, carries 0.129; number 78, H, carries 0.085; number 79, H, carries 0.084; number 80, H, carries 0.085; number 81, H, carries 0.024; number 82, H, carries 0.062; number 83, C, carries -0.054; number 84, C, carries -0.438; number 85, C, carries -0.207; number 86, O, carries -0.203; number 87, C, carries -0.089; number 88, N, carries 0.041; number 89, H, carries 0.074; number 90, H, carries 0.070; number 91, H, carries 0.046; number 92, H, carries 0.137; number 93, H, carries 0.129; number 94, H, carries 0.123; number 95, H, carries 0.057; number 96, H, carries 0.079; number 97, H, carries 0.093; number 98, H, carries 0.072; number 99, H, carries 0.064